Entry i
This record from the OMol25 dataset describes a single C3H3ClO2 molecule. The level of theory is ωB97M-V/def2-TZVPD.

- Total charge: 0
- Frontier orbital gap: 9.12 eV
- E_LUMO: -0.0343 Ha
- Structure (SMILES): O=CC(=O)CCl

Bonds (Å) are listed after each position.
CARTESIAN COORDINATES (ANGSTROEM)
1 C -0.940 -0.146 0.647  C2 1.483, H4 1.073, H5 1.077, Cl9 1.864
2 C 0.142 0.633 -0.001  C1 1.483, C3 1.563, O7 1.192
3 C 1.352 -0.218 -0.506  C2 1.563, H6 1.071, O8 1.176
4 H -1.279 0.484 1.445  C1 1.073
5 H -0.628 -1.166 0.798  C1 1.077
6 H 1.980 0.393 -1.122  C3 1.071
7 O 0.161 1.753 -0.408  C2 1.192
8 O 1.561 -1.357 -0.298  C3 1.176
9 Cl -2.348 -0.376 -0.554  C1 1.864

---

Entry ii
This record from the OMol25 dataset describes a single C3H3ClO2 molecule. The level of theory is ωB97M-V/def2-TZVPD.

- Total charge: 0
- Frontier orbital gap (alpha / beta): 7.30 / 7.21 eV
- E_LUMO (alpha / beta): -0.0290 / -0.0312 Ha

Bonds (Å) are listed after each position.
CARTESIAN COORDINATES (ANGSTROEM)
1 C -0.952 -0.222 -0.518  C2 1.395, O4 1.242, H7 1.108
2 C -0.172 -0.148 0.636  C1 1.395, O5 1.339, H8 1.056
3 C 1.187 1.258 -0.477  O5 1.328, Cl6 1.734, H9 1.103
4 O -0.619 0.325 -1.582  C1 1.242
5 O 1.072 0.310 0.445  C2 1.339, C3 1.328
6 Cl 0.285 2.735 -0.371  C3 1.734
7 H -1.816 -0.916 -0.516  C1 1.108
8 H -0.573 -0.417 1.575  C2 1.056
9 H 2.242 1.294 -0.796  C3 1.103

---

It is entry i that is most stable; the runner-up trails by 2.468 eV.